ORCA calculation (the ωB97M-V functional and the def2-TZVPD basis) on one molecule with the formula C4H8O2Si2 at a distorted geometry.

Each line ends with the natural charge from an NBO analysis.
Cartesian coordinates (Å):
Si: -0.7600 1.6714 -0.1017  1.09
Si: 1.6389 -0.3379 0.1731  1.92
O: 2.7615 0.8773 0.0725  -1.08
O: 1.1780 -0.7098 -1.3092  -1.10
C: -0.0085 0.2897 0.9826  -1.10
C: -0.8830 -0.8311 0.8199  -0.29
C: -1.9599 0.5176 -0.7664  -0.79
C: -1.7997 -0.7097 -0.1480  -0.26
H: 1.8566 -1.3508 1.2566  -0.24
H: -2.3636 0.6905 -1.7556  0.23
H: -2.3693 -1.5976 -0.5421  0.22
H: -0.4683 3.1054 -0.3253  -0.12
H: 3.4937 0.6396 -0.4756  0.50
H: 0.2552 -1.0059 -1.2448  0.52
H: -0.7986 -1.7612 1.3216  0.22
H: 0.2271 0.5126 2.0423  0.28

Properties
E   -24127.814 eV
HOMO energy   -0.2687 Ha
ΔE to the lowest compared entry with this formula, charge and spin   0.189 eV
E_LUMO   0.31 eV
Total charge   0
Frontier orbital gap   0.280 Ha



ORCA calculation (the ωB97M-V functional and the def2-TZVPD basis) on one molecule with the formula C2H7N3O at a distorted geometry.

Each line ends with the natural charge from an NBO analysis.
Cartesian coordinates (Å):
O: -1.9170 1.5270 -0.0575  -0.63
N: -0.2036 -0.2348 -0.3488  -0.52
N: -2.3669 -0.7403 0.1346  -0.86
N: 0.8078 0.7518 -0.2692  -0.45
C: 2.2967 0.0257 0.0221  -0.47
C: -1.5331 0.3138 -0.2355  0.75
H: 0.4181 1.3735 0.5934  0.36
H: -3.4202 -0.3416 0.2518  0.42
H: 2.7960 -0.6343 -0.9523  0.23
H: 2.5253 -0.5542 1.1461  0.19
H: 2.8388 0.9643 0.1899  0.21
H: -2.1084 -1.4277 -0.7692  0.40
H: -0.1335 -1.0232 0.2945  0.37

Properties
E   -8701.487 eV
HOMO energy   -0.3291 Ha
ΔE to the lowest compared entry with this formula, charge and spin   4.790 eV
E_LUMO   0.74 eV
Total charge   0
Frontier orbital gap   0.356 Ha



ORCA calculation (the ωB97M-V functional and the def2-TZVPD basis) on C4H10OS2 as an isolated structure at a distorted geometry.

Each line ends with the natural charge from an NBO analysis.
Cartesian coordinates (Å):
S: 1.6654 0.5308 0.5382  -0.04
S: 2.1183 1.3933 2.9783  -0.27
O: 0.2484 -0.9360 -1.7973  -0.50
C: -0.3618 0.3504 -1.9209  -0.12
C: -0.6260 -0.5013 -0.7618  0.19
C: -1.9266 -1.2645 -0.6690  -0.62
C: 0.0311 -0.2518 0.5881  -0.54
H: -2.3344 -1.4427 -1.6678  0.22
H: -1.1164 0.4284 -2.7023  0.18
H: 1.5280 2.4228 2.3559  0.14
H: 2.1674 -0.2914 -0.3954  0.14
H: -0.6067 0.4082 1.1860  0.23
H: -2.6606 -0.7075 -0.0812  0.21
H: -1.7670 -2.2342 -0.1859  0.22
H: 0.0989 -1.2041 1.1228  0.22
H: 0.3191 1.1955 -1.8314  0.20
H: 3.2230 2.1042 3.2439  0.15

Properties
E   -28025.800 eV
HOMO energy   -0.2917 Ha
ΔE to the lowest compared entry with this formula, charge and spin   2.791 eV
E_LUMO   0.68 eV
Total charge   0
Frontier orbital gap   0.317 Ha



ORCA calculation (the ωB97M-V functional and the def2-TZVPD basis) on a 2-piece molecular cluster, C3H8NO overall at a distorted geometry.

Each line ends with the natural charge from an NBO analysis.
Cartesian coordinates (Å):
O: -0.0575 -1.5044 1.0721  -0.81
N: 0.7198 0.8661 0.0867  -0.96
C: -1.0207 -1.0035 1.9549  -0.24
C: 0.9818 0.2900 -2.3284  -0.74
C: 0.6039 1.0171 -1.2446  0.06
H: 1.1161 -0.7761 -2.4572  0.18
H: 0.0644 1.9511 -1.5199  0.10
H: -0.7793 -1.1860 3.0071  0.13
H: -1.9874 -1.4621 1.6793  0.14
H: 0.2139 1.5727 0.6043  0.31
H: 0.9519 0.8577 -3.2555  0.16
H: 0.3621 -0.7005 0.5804  0.51
H: -1.1690 0.0779 1.8207  0.16

Properties
E   -6777.237 eV
HOMO energy   -0.0782 Ha
ΔE to the lowest compared entry with this formula, charge and spin   0.755 eV
E_LUMO   4.32 eV
Total charge   -1
Frontier orbital gap   0.237 Ha



ORCA calculation (the ωB97M-V functional and the def2-TZVPD basis) on C4H9N2OS as an isolated structure at a distorted geometry.

Each line ends with the natural charge from an NBO analysis.
Cartesian coordinates (Å):
S: -1.0009 1.6114 -1.5850  0.51
O: -2.1241 -0.5777 -0.4698  -0.36
N: -0.0183 0.1146 0.3685  -0.52
N: 0.6288 1.7339 -1.0218  -0.68
C: 2.3871 0.8263 0.6750  -0.65
C: -1.2173 0.3321 -0.3288  0.22
C: -2.9717 -0.3314 -1.4222  -0.09
C: 1.0217 0.8517 -0.0040  0.53
H: -2.9012 0.6061 -1.9596  0.14
H: 2.8456 1.7608 0.5099  0.26
H: 1.0804 2.4824 -1.3943  0.43
H: -3.9007 -0.8120 -1.5621  0.21
H: -2.2767 -0.7438 1.8719  -0.05
H: 3.0739 0.2124 0.0806  0.27
H: 0.1116 -0.7839 0.9281  0.48
H: 2.1973 0.4237 1.5870  0.25
H: -2.4125 -1.2158 2.5020  0.05

Properties
E   -20144.805 eV
HOMO energy (spin up / spin down)   -0.4319 / -0.4110 Ha
ΔE to the lowest compared entry with this formula, charge and spin   6.396 eV
E_LUMO (spin up / spin down)   -4.07 / -3.76 eV
Total charge   +1
Frontier orbital gap (spin up / spin down)   0.282 / 0.273 Ha



ORCA calculation (the ωB97M-V functional and the def2-TZVPD basis) on a 2-piece molecular cluster, C2H8BNO2 overall at a distorted geometry.

Each line ends with the natural charge from an NBO analysis.
Cartesian coordinates (Å):
O: 1.8641 -2.4025 0.5043  -0.90
O: 0.6572 -0.7397 1.7845  -0.89
N: 1.4076 -0.2653 -0.5066  -0.88
C: -0.9937 0.3083 -0.6256  -0.19
C: -1.5164 1.6992 -0.5544  -0.70
B: 1.2908 -1.1559 0.6877  1.12
H: -1.4990 2.2436 -1.4984  0.21
H: -0.9963 2.2308 0.1812  0.23
H: -0.6469 -0.1920 -1.5351  0.22
H: 0.6736 -1.4283 2.4696  0.49
H: -2.6399 1.7565 -0.2877  0.22
H: -1.5535 -0.2609 0.1725  0.19
H: 2.1850 -2.4553 -0.3936  0.50
H: 1.7673 0.6615 -0.3983  0.35

Properties
E   -8464.803 eV
HOMO energy (spin up / spin down)   -0.3108 / -0.3591 Ha
ΔE to the lowest compared entry with this formula, charge and spin   3.109 eV
E_LUMO (spin up / spin down)   -0.31 / 0.37 eV
Total charge   0
Frontier orbital gap (spin up / spin down)   0.299 / 0.373 Ha



ORCA calculation (the ωB97M-V functional and the def2-TZVPD basis) on a 2-piece molecular cluster, C23H23N3O4 overall at a distorted geometry.

Each line ends with the natural charge from an NBO analysis.
Cartesian coordinates (Å):
O: -0.9475 -3.6916 7.9774  -0.42
O: -2.3305 5.9645 4.8955  -0.42
O: -1.0368 7.1585 6.1721  -0.41
O: 1.0941 -4.4491 7.8751  -0.42
N: 0.2587 -3.5460 7.7353  0.52
N: -1.3115 6.1046 5.5837  0.51
N: 2.4321 -0.4015 2.0718  -0.31
C: 0.0701 0.2661 2.3215  -0.20
C: 1.6139 4.0460 6.5947  -0.23
C: 1.5732 0.3140 6.5765  -0.02
C: -0.8294 1.2887 1.9432  -0.13
C: 2.0535 1.6343 6.3901  -0.39
C: 0.7100 -2.2471 7.2720  -0.08
C: -0.2087 -1.2191 7.1488  -0.17
C: -0.7298 3.7635 5.1291  -0.19
C: 1.4564 0.5235 2.3539  0.26
C: 2.1547 -1.5473 1.1951  -0.42
C: -0.4724 -1.0045 2.6257  -0.11
C: 1.2568 2.7741 6.0881  0.01
C: -1.8133 -1.2508 2.4725  -0.22
C: -0.3996 4.9813 5.7056  0.01
C: -2.6786 -0.2519 2.0259  0.06
C: 3.8311 0.0041 2.1666  -0.42
C: 0.0798 2.6760 5.3096  -0.27
C: 2.0538 -2.0089 7.0301  -0.17
C: -2.1675 1.0247 1.7907  -0.17
C: -4.1183 -0.5607 1.8136  -0.65
C: 0.7843 5.1198 6.4154  -0.19
C: 0.2066 0.0350 6.8003  -0.23
C: 2.4853 -0.7550 6.6913  -0.25
H: 1.4123 -1.2648 0.4495  0.22
H: 3.9740 0.9285 1.6099  0.21
H: -4.6597 0.3033 1.4264  0.23
H: -2.8342 1.8071 1.4682  0.22
H: 1.7814 -2.3979 1.7612  0.22
H: -1.6426 3.6897 4.5603  0.23
H: 0.1693 -1.7658 3.0293  0.23
H: 3.0911 1.8089 6.6235  0.20
H: 2.7491 -2.8243 7.1399  0.24
H: 3.0504 -1.8611 0.6638  0.22
H: 2.5080 4.1410 7.1904  0.21
H: 4.0948 0.1701 3.2103  0.24
H: -0.1433 1.7478 4.8100  0.20
H: 1.0091 6.0776 6.8570  0.24
H: -2.2161 -2.2234 2.6983  0.23
H: -0.5061 0.8377 6.7800  0.21
H: 4.4927 -0.7568 1.7549  0.22
H: -4.2342 -1.3738 1.0957  0.23
H: -1.2436 -1.4281 7.3656  0.24
H: 3.5300 -0.5636 6.5176  0.20
H: 1.7707 1.5498 2.4128  0.22
H: -0.4380 2.2653 1.7178  0.23
H: -4.5926 -0.8652 2.7472  0.24

Properties
E   -36876.276 eV
HOMO energy   -0.2094 Ha
ΔE to the lowest compared entry with this formula, charge and spin   11.126 eV
E_LUMO   -2.53 eV
Total charge   0
Frontier orbital gap   0.117 Ha